[1]
DFT (ωB97M-V/def2-TZVPD) results for a structure of composition C21H19BCrN8Se4 at a distorted geometry.

```
! RIJCOSX wB97M-V def2-TZVPD def2/J DEFGRID3
* xyz -1 4
N -0.4955 -2.8652 0.7263
Se 2.8631 1.9458 -0.5833
H -1.3084 -2.9755 -4.4313
C -0.7627 2.7047 -3.2968
H -1.0386 -5.0975 -3.1809
H 0.8400 -0.0368 2.8697
H -5.6312 -1.0223 0.8194
N -3.2325 1.0947 0.2330
C -0.2428 1.5479 -2.7095
N -1.7222 2.3207 -1.3447
C -0.5222 -1.6630 2.6409
H -2.3313 4.0330 -2.3972
H -1.8801 4.5057 1.8857
C 0.0604 3.5359 2.4539
Cr -0.4996 -0.1102 -0.0440
C -1.1696 3.6937 1.8507
N -0.8381 1.3150 -1.5468
H -3.2551 3.3492 -0.0151
H 1.4775 1.8228 2.1772
H -2.1610 -3.2136 5.1627
H 0.5715 4.2185 3.1131
Se 3.1583 -1.3528 1.2591
Se 3.8226 0.0785 2.8665
C 0.0279 -0.6612 4.7504
H 0.5380 0.8949 -3.0641
N -0.4026 -1.6930 1.2071
C -1.3613 -2.5674 3.2872
C -4.5313 0.8653 0.4487
N -1.4194 2.6046 1.1059
N -0.3732 1.7384 1.1883
C -1.1022 -2.9502 -3.3663
H -1.8923 -3.3063 2.7025
B -2.4764 2.4273 0.0008
H -3.1071 -2.0611 0.5587
C -0.8062 -1.5595 5.4019
H -5.2317 1.6850 0.4587
C -0.6181 -2.8745 -0.6687
C -1.5022 -2.5116 4.6639
H -0.6219 -5.0210 -0.7168
C -4.7122 -0.4955 0.6282
C 0.5211 2.2960 1.9901
H -0.9145 -1.5209 6.4793
C -3.4313 -1.0332 0.5034
C 0.1633 -0.7083 3.3701
C -0.9568 -4.1487 -2.6651
C -0.9867 -1.7257 -2.7156
H -0.4674 3.1579 -4.2295
H 0.6017 0.0708 5.3055
Se 1.9374 -0.1283 -0.4621
C -1.6952 3.1612 -2.3849
C -0.7177 -1.6514 -1.3489
H -1.1041 -0.8186 -3.2944
C -0.7230 -4.1141 -1.3030
N -2.5508 -0.0647 0.2695
*
```

Summary:
Highest occupied orbital energy (spin up / spin down), eV: -3.02 / -2.99
Max |F|, eV/A: 1.9
Orbital gap (spin up / spin down), eV: 4.50 / 4.19
<S²>: 3.8337
LUMO energy (spin up / spin down), eV: 1.5 / 1.2
Relative energy (zero: lowest compared OMol25 entry of this formula, charge and spin), kcal/mol: 5.7

=====

[2]
DFT (ωB97M-V/def2-TZVPD) results for a structure of composition C21H19BN9O3S4V.

```
! RIJCOSX wB97M-V def2-TZVPD def2/J DEFGRID3
* xyz 0 3
H 3.8144 3.2690 0.6046
C -0.7877 2.1523 1.6117
C -1.8802 -1.4597 -0.4525
N -1.7360 -0.1786 -0.4862
N 1.3013 3.4733 -0.0996
S 2.8959 -2.7432 -0.4004
H -1.0338 3.1565 1.3109
V 1.3151 -1.1720 0.4998
N 0.2647 1.5226 1.0832
H 0.4476 2.6344 -2.7456
N 0.9650 1.2090 -1.3034
O -3.6593 1.3494 0.0791
C 1.5341 5.4152 -0.9509
C 4.7529 1.3564 1.3013
H 0.0783 0.4263 -4.3317
C 4.1554 0.0980 1.2692
H 2.5518 -5.4424 2.9352
H -5.3913 -4.4745 -1.4548
N 1.0472 -0.1490 -1.2591
H 1.3026 3.9863 1.9644
O 2.4402 -4.9069 0.9236
H 1.6318 6.1542 -1.7302
H -0.8390 -0.8173 2.9322
C 1.3561 4.3379 0.9470
N 1.4283 4.1399 -1.2717
C -3.2276 -1.9685 -0.8757
H -5.9677 -0.2457 -1.9212
C -4.0454 -0.9117 -1.2211
N 2.9260 0.1870 0.7769
C 3.7930 2.2082 0.7897
C 0.3992 0.4646 -3.3067
S -0.6781 -2.5790 0.0741
C -0.6851 0.1291 2.4387
O -2.8829 1.2088 -2.2642
H 0.6981 -1.6577 -2.6544
H 4.5446 -0.8650 1.5575
H 5.7449 1.6082 1.6306
C 0.7135 -0.5953 -2.4686
H -6.8262 -2.5770 -2.0652
H -3.0540 -4.0980 -0.6834
C -5.8137 -2.3929 -1.7308
S 1.8721 -2.7599 2.3735
C -4.9997 -3.4683 -1.3845
C 1.4976 5.6049 0.4437
S -3.1197 0.5751 -1.0011
N 0.3292 0.2633 1.5786
H 1.5631 6.5260 0.9957
C -1.4211 1.3005 2.5005
H 2.1338 -6.7163 1.7507
N 2.7050 1.4865 0.4807
H -2.3089 1.4981 3.0728
B 1.3009 1.9631 0.0019
C 1.9772 -5.6834 2.0431
C 0.5683 1.5906 -2.5241
H 0.9220 -5.4798 2.2151
C -5.3431 -1.0870 -1.6536
C 2.4234 -3.5976 1.0066
C -3.6942 -3.2684 -0.9521
*
```

Summary:
Highest occupied orbital energy (spin up / spin down), eV: -8.54 / -8.59
Max |F|, eV/A: 0.6
Orbital gap (spin up / spin down), eV: 7.69 / 8.42
<S²>: 2.0156
LUMO energy (spin up / spin down), eV: -0.9 / -0.2
Relative energy (zero: lowest compared OMol25 entry of this formula, charge and spin), kcal/mol: 2.4

=====

[3]
DFT (ωB97M-V/def2-TZVPD) results for a structure of composition C21H19ClCoN3OS4Sb.

```
! RIJCOSX wB97M-V def2-TZVPD def2/J DEFGRID3
* xyz -1 5
C 0.5329 3.7701 -0.8385
H 0.9655 5.8485 -0.6094
C -1.1987 -3.8633 -3.8281
H -3.1913 -2.2857 -4.8081
C -3.2708 -3.5456 -2.4256
C 0.8058 2.4384 -0.4564
S -2.1007 2.4932 -3.4101
C -0.4114 -4.3403 -0.5858
Sb 1.0852 0.9426 -3.6908
Cl 3.0047 5.9872 1.3895
H -1.7927 -2.8298 -0.1151
C 2.0259 -1.4392 1.1848
C 2.1702 4.6246 0.6818
H 3.0074 0.9562 1.7850
C -0.8398 -2.8966 -0.6777
S -3.2251 1.7699 -2.0866
H 0.8313 -5.7961 0.2703
H -2.9845 -4.3176 -1.7090
C 3.0974 -1.7879 1.9901
C -1.1977 -2.1761 -1.9933
H 3.2428 3.1878 1.8246
C 1.8139 2.2405 0.5244
H 2.7621 -5.1654 1.8896
C -2.0617 -2.8499 -3.0620
S 2.3197 -0.5092 -2.3238
N 1.6607 -0.1539 0.7058
C 2.2046 0.9484 1.0452
H 3.7669 -1.0306 2.3787
Co 0.4063 -0.3913 -0.8216
N -0.8363 -0.9716 -2.1258
H -0.2134 3.9177 -1.6072
S 2.2388 2.8602 -3.8742
C 2.5318 -4.1199 1.7142
H -0.8312 -4.6684 -3.1951
C 3.3403 -3.1302 2.2696
C 1.1912 4.8405 -0.2876
H -1.7314 -1.3033 -4.5505
H -3.9015 -2.8208 -1.9057
H -0.3330 -3.3615 -4.2640
H -3.1447 -1.0311 -3.5480
C 2.4774 3.3504 1.0754
H -1.7833 -4.3093 -4.6379
O 0.1148 1.4910 -1.0406
N 0.1355 -2.0140 -0.0763
C 1.1694 -2.4365 0.6846
H -3.8742 -4.0236 -3.2018
C 1.4503 -3.7911 0.9101
H -1.0181 -5.0859 -1.0827
H 4.1847 -3.4046 2.8875
C 0.6054 -4.7384 0.1835
C -2.5630 -1.8028 -4.0538
*
```

Summary:
Highest occupied orbital energy (spin up / spin down), eV: -4.28 / -4.50
Max |F|, eV/A: 0.4
Orbital gap (spin up / spin down), eV: 6.46 / 5.49
<S²>: 6.1077
LUMO energy (spin up / spin down), eV: 2.2 / 1.0
Relative energy (zero: lowest compared OMol25 entry of this formula, charge and spin), kcal/mol: 51.5

=====

[4]
DFT (ωB97M-V/def2-TZVPD) results for a structure of composition C21H19ClN4O5PdS.

```
! RIJCOSX wB97M-V def2-TZVPD def2/J DEFGRID3
* xyz 2 5
C 2.7247 1.0349 -0.0799
N 0.5169 1.0117 0.3698
C -0.3346 0.6223 2.6166
O -0.6530 3.7160 -1.2265
O 1.4473 3.7944 -2.3480
C 3.2461 -0.9606 2.2744
C 3.8629 0.2581 2.5908
H 5.1270 1.6882 1.8138
H 0.3048 -3.5650 -1.6007
H -1.0163 0.2643 -4.1216
S 2.5337 0.9247 -1.7803
C -4.0908 -1.7016 -4.1194
C -1.9146 0.0811 -3.5094
H -1.9586 1.7270 -0.1792
H 4.6518 1.5366 4.1385
C 4.1549 0.5999 3.9154
N 3.9473 1.2473 0.3487
C -0.6503 -3.3709 -2.0781
H -5.0126 0.0037 -5.0816
C -0.5465 1.0011 1.2825
H 2.8752 -2.1393 5.4210
C -2.6618 1.0395 3.0496
N 1.6689 1.0272 0.8321
H -4.9012 -2.3758 -4.3570
N 4.3008 1.1356 1.5981
C 2.8957 -1.8123 3.2991
C -3.1404 0.5062 -4.2505
O -1.8221 0.7823 -2.3005
C 3.7787 -0.2574 4.9294
C -4.1503 -0.3475 -4.5307
H -2.9499 -3.2394 -3.1821
C -1.8091 1.3929 0.8350
H -3.1790 1.5496 -4.5364
H -1.2577 0.3390 4.5174
H -0.7165 -3.9419 -3.0044
H -3.8374 1.7508 1.3993
C -1.4005 0.6376 3.4879
O 0.1401 -1.1723 -1.8998
H 3.9856 0.0042 5.9577
H 3.1052 -1.2545 1.2432
H 0.6466 0.3084 2.9449
H 2.4501 -2.7711 3.0724
H -3.4892 1.0581 3.7463
C -1.9119 -1.3891 -3.0702
C -2.9795 -2.1854 -3.4278
Pd 0.2688 0.9394 -1.8612
C 3.1483 -1.4597 4.6250
H -1.4546 -3.7040 -1.4189
O -0.4898 2.9835 -3.4978
C -2.8622 1.4213 1.7292
Cl 0.1857 3.1624 -2.2359
C -0.7769 -1.9014 -2.3403
*
```

Summary:
Highest occupied orbital energy (spin up / spin down), eV: -14.26 / -15.08
Max |F|, eV/A: 0.4
Orbital gap (spin up / spin down), eV: 6.15 / 5.82
<S²>: 6.0873
LUMO energy (spin up / spin down), eV: -8.1 / -9.3

=====

[5]
DFT (ωB97M-V/def2-TZVPD) results for a structure of composition C21H19CoN2O5SSe at a distorted geometry.

```
! RIJCOSX wB97M-V def2-TZVPD def2/J DEFGRID3
* xyz -1 2
H -2.0541 1.2682 4.0311
C -4.0112 1.2661 3.1445
H -2.8538 -2.4960 -0.7038
C 3.0462 5.8474 -0.4849
H 3.1830 -3.2177 -0.6897
O 5.2536 6.4257 -0.3732
Se -0.2724 -1.1351 -0.7745
H -0.3402 5.6598 -0.6467
H 4.3916 4.2027 -0.4532
O 0.0218 3.1502 -0.9018
O 1.9239 1.2158 -0.8339
H -4.4291 1.3214 -0.2200
C -0.0853 -3.0545 -0.6750
C 2.3481 3.5449 -0.6431
C -4.7027 1.2914 1.9323
C 1.1170 -3.7054 -0.9892
C 0.6978 5.3574 -0.6274
C 0.0562 -5.8585 -0.5917
C -1.9203 1.3043 1.9154
C -1.1154 -5.1924 -0.2576
C 3.3544 4.5050 -0.5215
Co -0.0501 1.2468 -0.5091
H -5.7823 1.2985 1.8906
H 2.6757 -3.2064 -2.3835
H 2.1960 -1.8818 -1.3090
H -4.5453 1.2373 4.0852
N -2.6387 1.3004 0.7531
H 1.4900 7.3290 -0.4522
H 3.7581 1.9148 -0.6389
H 0.3900 -7.7480 -1.5679
C 0.9709 3.9611 -0.7318
H 2.0920 -5.5969 -1.1929
C 2.6911 2.1668 -0.6988
C -2.6364 1.2762 3.1217
C -2.4962 -3.1375 0.1023
H -1.9863 -5.7705 0.0385
H -2.3340 -2.4909 0.9668
C 0.1334 -7.3644 -0.5776
H -3.2629 -3.8773 0.3462
H 0.9009 -7.7129 0.1178
C -3.9894 1.3088 0.7654
C 2.3653 -2.9547 -1.3660
C 1.7003 6.2716 -0.5202
O 3.7989 7.9978 -0.3936
C -1.2091 -3.8061 -0.2876
C 1.1592 -5.0957 -0.9441
S -0.2113 1.3438 1.8784
N 4.0967 6.8149 -0.4205
O -2.0649 1.2749 -0.4280
H -0.8206 -7.8004 -0.2804
*
```

Summary:
Highest occupied orbital energy (spin up / spin down), eV: -3.65 / -3.82
Max |F|, eV/A: 1.6
Orbital gap (spin up / spin down), eV: 5.65 / 5.81
<S²>: 1.1414
LUMO energy (spin up / spin down), eV: 2.0 / 2.0
Relative energy (zero: lowest compared OMol25 entry of this formula, charge and spin), kcal/mol: 17.2